(1)
Computed, not measured: C21H40NO2P2SiSn as an isolated structure at a distorted geometry, with the ωB97M-V functional and the def2-TZVPD basis.

Values from the calculation:
**E_tot**: -2215.6515 Eh
**Gap between HOMO and LUMO**: 6.895 eV

ORCA input file:
```
! wB97M-V def2-TZVPD RIJCOSX def2/J DEFGRID3
* xyz 1 1
C -0.79691 3.98870 -1.82928
C -0.90938 2.64521 -1.36141
N 0.08784 2.18526 -0.53927
C 0.98693 3.00547 0.01827
C 0.96798 4.37732 -0.26240
C 0.06370 4.86820 -1.21352
C -1.98824 1.80829 -1.77736
P -2.32589 0.25218 -0.97846
Sn -0.21111 -0.20614 0.42631
P 2.15660 0.69704 1.15078
C 1.90697 2.51512 1.13718
C -0.08505 -2.50652 0.38720
C -1.13742 -3.19378 0.97153
C -1.07691 -4.59786 1.09395
C 0.04282 -5.27133 0.59967
C 1.08660 -4.58358 -0.00165
C 1.00841 -3.17736 -0.11433
O -0.61882 0.87012 -4.56588
O 0.05981 -1.68285 -3.16218
H -1.51584 4.29500 -2.60889
H 1.62589 5.02428 0.31309
H 0.04021 5.93805 -1.44017
C -3.81489 0.81578 -0.09258
C -2.94319 -1.11166 -2.02612
H 2.93153 2.97910 1.03213
H 1.48542 2.85362 2.12132
H -1.06970 1.18545 -3.76532
H -2.63458 2.21893 -2.56575
C 2.74745 0.21213 2.79330
C 3.54165 0.48288 0.00305
H -2.03402 -2.67308 1.36770
H -1.89112 -5.12310 1.58564
H 0.09844 -6.37938 0.69794
H 1.96099 -5.09611 -0.36971
H 1.84921 -2.64466 -0.58118
H 0.67709 -0.81114 -1.48794
H 0.92214 -1.93961 -3.59206
H -0.08800 -0.81332 -3.54911
H 0.12039 1.51298 -4.69527
H 1.14430 -0.55468 -1.01537
H -4.53288 1.15104 -0.85915
H -4.22413 -0.00611 0.49660
H -3.56167 1.67146 0.54613
H -3.72256 -0.74721 -2.71877
H -2.15958 -1.59772 -2.62731
H -3.38247 -1.89336 -1.38671
H 4.43154 0.97298 0.43161
H 3.72910 -0.59017 -0.13031
H 3.30429 0.93667 -0.96839
H 3.72768 0.67717 2.96754
H 2.05729 0.48308 3.60424
H 2.87382 -0.88070 2.79959
C -0.10440 1.84061 4.52103
Si -1.47952 1.52397 3.29321
C -3.06879 1.25646 4.27048
C -1.71262 3.07103 2.25274
C -1.15528 -0.07432 2.33968
H -0.45352 2.59704 5.24081
H 0.82002 2.20966 4.06134
H 0.12139 0.91987 5.07519
H -3.24687 2.11815 4.93368
H -3.93286 1.14020 3.59992
H -2.97980 0.35171 4.88846
H -0.75627 3.56650 2.02013
H -2.24075 2.90750 1.30315
H -2.31073 3.78558 2.84696
H -0.57416 -0.76710 2.97089
H -2.12428 -0.57625 2.17679
*
```

=====

(2)
Computed, not measured: a 3-piece molecular cluster, C21H40NO6 overall at a distorted geometry, with the ωB97M-V functional and the def2-TZVPD basis.

Values from the calculation:
**E_tot**: -1330.1172 Eh
**Gap between HOMO and LUMO**: 9.855 eV

ORCA input file:
```
! wB97M-V def2-TZVPD RIJCOSX def2/J DEFGRID3
* xyz 1 1
C -4.89360 2.24803 -1.43326
O -5.59681 1.05501 -1.72154
C -4.86999 0.12529 -2.50366
C -3.60337 -0.37653 -1.83371
C -3.84013 -1.00588 -0.46264
C -2.62575 -1.88181 -0.04708
C -2.21925 -1.75568 1.42596
C -1.10782 -0.74208 1.71145
C -1.24969 0.60047 0.97348
C 0.08999 0.94187 0.28676
C 1.09910 1.57870 1.24345
O 1.13350 2.99286 1.21013
C -0.06402 3.60171 0.81664
C -0.54507 3.17612 -0.56940
N -0.11717 1.77225 -0.93536
C 1.08894 1.80156 -1.81508
H -4.54194 2.21785 -0.39938
H -5.57372 3.09125 -1.52920
H -4.06827 2.41807 -2.12485
H -4.61467 0.56223 -3.47761
H -5.53298 -0.71272 -2.69230
H -2.84093 0.39892 -1.78023
H -3.19504 -1.15421 -2.47982
H -3.91957 -0.22792 0.29315
H -4.75802 -1.58186 -0.46553
H -2.93458 -2.91460 -0.19607
H -1.78961 -1.73264 -0.72853
H -3.09702 -1.58001 2.04230
H -1.83771 -2.72670 1.73614
H -1.14604 -0.52002 2.77465
H -0.12891 -1.16728 1.54051
H -2.03378 0.60328 0.22315
H -1.43313 1.38673 1.69730
H 0.51388 -0.00079 -0.04376
H 2.09515 1.23309 0.98364
H 0.88949 1.18626 2.23786
H 0.11917 4.66936 0.77678
H -0.86212 3.46195 1.54743
H -1.62757 3.21460 -0.62770
H -0.15926 3.84414 -1.32899
H -0.89109 1.34588 -1.44314
H 0.77579 1.88142 -2.84867
H 1.73433 2.63813 -1.58032
H 1.66442 0.88937 -1.73420
O 2.27584 0.62701 -4.29423
C 3.33758 0.08653 -4.14494
O 3.81246 -0.22971 -2.92021
C 5.14784 -0.77194 -3.03009
C 5.24817 -1.28170 -4.46076
C 4.33684 -0.30842 -5.20843
H 5.85964 0.02826 -2.82111
H 5.27127 -1.55546 -2.28749
H 6.26964 -1.31124 -4.83196
H 4.83819 -2.29026 -4.52355
H 4.86752 0.58811 -5.53244
H 3.83306 -0.76344 -6.05605
O 1.52453 -1.57542 2.77611
C 1.72356 -1.96858 3.89544
O 2.84202 -2.62685 4.23863
C 2.76173 -3.07118 5.60921
C 1.73508 -2.15568 6.26078
C 0.79941 -1.85490 5.09126
H 2.44990 -4.11681 5.61155
H 3.74701 -2.99736 6.06077
H 1.24535 -2.60582 7.12095
H 2.21704 -1.23505 6.59190
H 0.01138 -2.60343 4.99083
H 0.35978 -0.86235 5.14506
*
```

=====

(3)
Computed, not measured: a 3-piece molecular cluster, C21H41N3O8S2 overall at a distorted geometry, with the ωB97M-V functional and the def2-TZVPD basis.

Values from the calculation:
**E_tot**: -2387.1676 Eh
**Gap between HOMO and LUMO**: 9.181 eV
**SMILES**: [H]/N=C/C[C@@]1(COCCC)NC(=O)[C@@H](COO)[C@@H]1CNC.O=S1(=O)CCCC1.O=S1(=O)CCCC1

ORCA input file:
```
! wB97M-V def2-TZVPD RIJCOSX def2/J DEFGRID3
* xyz 0 1
H 2.16300 6.17689 -3.39952
N 1.64520 5.36809 -3.72903
C 1.53548 4.49809 -2.80815
C 0.79959 3.20783 -3.03975
C 1.14055 2.07440 -2.02875
C 2.64762 1.88066 -2.09760
O 3.06948 0.73823 -1.39688
C 4.48793 0.60154 -1.33510
C 5.00607 -0.56977 -2.14112
C 4.67168 -0.47260 -3.63003
N 0.74479 2.50989 -0.68601
C -0.35776 1.73547 -0.22817
O -0.77777 1.71360 0.91672
C -0.91584 0.94520 -1.40927
C -2.24493 1.52967 -1.91936
O -2.57803 2.67076 -1.16355
O -3.83216 3.17697 -1.60903
C 0.22533 0.83782 -2.42167
C 0.84922 -0.54973 -2.31956
N -0.03741 -1.66835 -2.61797
C -0.99913 -1.48140 -3.69170
H 1.97763 4.67460 -1.82472
H -0.27083 3.39754 -3.00396
H 1.08573 2.86371 -4.03065
H 2.96885 1.87149 -3.14353
H 3.10064 2.75953 -1.63279
H 4.98661 1.50323 -1.69069
H 4.73435 0.44984 -0.28621
H 4.66578 -1.51967 -1.73694
H 6.09325 -0.57128 -2.05555
H 5.11443 -1.30230 -4.17101
H 5.05344 0.46093 -4.03464
H 3.59852 -0.52739 -3.76524
H 0.39946 3.46274 -0.64981
H -1.17806 -0.02051 -0.97959
H -3.02463 0.77102 -1.84984
H -2.17010 1.79129 -2.98214
H -3.72306 3.33419 -2.55875
H -0.18237 1.08840 -3.39476
H 1.73799 -0.63553 -2.93222
H 1.18513 -0.66410 -1.29263
H -0.46935 -2.03184 -1.78633
H -1.89991 -0.95155 -3.35991
H -0.55793 -0.92783 -4.51142
H -1.34236 -2.44798 -4.04780
O -2.71402 -1.92399 2.96326
S -3.85044 -1.40722 2.23738
O -4.42436 -2.15567 1.14684
C -5.13033 -0.96421 3.40781
C -4.81982 0.48688 3.76525
C -4.45665 1.17911 2.44319
C -3.47271 0.26324 1.70712
H -5.09475 -1.64689 4.25346
H -6.08620 -1.05366 2.89308
H -5.66661 0.96496 4.25500
H -3.96952 0.52611 4.44944
H -5.35763 1.31585 1.84203
H -4.02012 2.16256 2.60653
H -3.58267 0.31733 0.62707
H -2.44346 0.47380 1.98124
O 2.98871 -3.47367 2.73378
S 2.52400 -3.51744 4.09770
O 3.44973 -3.71060 5.18552
C 1.51481 -2.07342 4.40760
C 0.10507 -2.50643 4.01318
C -0.07017 -3.92175 4.57512
C 1.19049 -4.71886 4.21335
H 1.89915 -1.23897 3.82584
H 1.58243 -1.85145 5.47229
H -0.64611 -1.82333 4.39746
H 0.00935 -2.52526 2.92724
H -0.17648 -3.87348 5.66100
H -0.96392 -4.40033 4.17885
H 1.45389 -5.45543 4.96771
H 1.10223 -5.19954 3.24132
*
```

=====

Q: E_tot of number 3 (C21H41N3O8S2)?
A: -2387.1676 Eh

=====

Q: Which of these has the highest gap between HOMO and LUMO?
A: C21H40NO6

=====

Q: Among the records above, which one has the highest gap between HOMO and LUMO?
A: C21H40NO6